No. 1
{"formula": "C4H14N2O2", "method": "wB97M-V/def2-TZVPD", "elements": ["O", "O", "N", "N", "C", "C", "C", "C", "H", "H", "H", "H", "H", "H", "H", "H", "H", "H", "H", "H", "H", "H"], "coordinates": [[0.19350, 1.75398, 2.48891], [1.38861, 2.52557, 0.10893], [-1.93564, 0.58570, -1.03730], [0.28151, -2.41907, 1.67265], [-0.00791, -1.63187, -0.59068], [0.25242, -0.55864, -1.59665], [-1.00904, 0.19790, -2.19937], [0.69406, -1.65102, 0.57677], [1.47713, -0.91027, 0.89671], [-1.54838, -0.29161, -2.94723], [0.65613, -2.51584, 2.54913], [-0.71085, 2.20579, 2.44316], [0.26296, 0.95651, 1.86322], [0.90956, 2.70658, -0.59644], [-2.17640, -0.08494, -0.25936], [0.93635, 0.19455, -1.11365], [-0.59428, -2.99364, 1.50363], [-0.55260, 1.15099, -2.71389], [0.91577, -0.77748, -2.47575], [2.00289, 1.79578, -0.22650], [-0.80600, -2.33237, -0.74665], [-1.42745, 1.35488, -0.54706]], "relative_energy_ev": 2.2954, "s2": 0.75, "multiplicity": 2, "lumo_energy_ha": [0.129, 0.126], "total_charge": -1}

***

No. 2
{"formula": "H24O12", "method": "wB97M-V/def2-TZVPD", "elements": ["O", "O", "O", "O", "O", "O", "O", "O", "O", "O", "O", "O", "H", "H", "H", "H", "H", "H", "H", "H", "H", "H", "H", "H", "H", "H", "H", "H", "H", "H", "H", "H", "H", "H", "H", "H"], "coordinates": [[-1.76139, -0.67944, -2.31254], [-4.31503, 2.85652, 0.17850], [1.66437, 4.35295, -3.03971], [0.99389, -3.12231, 2.34662], [-0.48130, -1.88761, -1.85745], [1.74681, 4.37391, 1.31169], [1.87724, -0.95148, -1.85807], [0.80742, -1.29678, 4.09382], [-1.68259, -0.16375, 0.75325], [-0.69320, -4.52217, -0.28788], [2.33484, 0.29490, 0.67877], [0.04329, 0.44632, -0.75176], [0.94757, 3.91617, 1.79351], [-1.27638, 0.35108, 1.41952], [2.07525, 0.74182, 1.48743], [-0.97421, -2.73325, -1.77054], [-2.14709, 0.53116, 0.18844], [-0.31901, -4.77754, 0.52456], [1.40252, 4.54527, -3.98802], [0.33704, -2.28582, -1.69441], [1.30285, -2.05764, 4.34107], [0.89582, -3.36979, 3.22444], [0.63048, 1.15654, -0.38588], [2.38942, 4.33633, 2.02223], [1.86100, -0.54815, -2.67108], [2.48425, -0.67237, 0.94969], [0.16492, -3.00659, 1.86664], [0.23039, -0.19397, -0.09333], [0.34693, -1.41174, 3.18682], [-1.66258, -4.27819, -0.18441], [1.06636, -0.78395, -1.40659], [-3.52516, 2.52333, -0.26810], [-1.38899, 0.10867, -1.91653], [-2.35858, -0.44762, -3.06072], [-4.41735, 3.59146, -0.32086], [1.40022, 5.06376, -2.49912]], "relative_energy_ev": 7.4659, "lumo_energy_ha": -0.010}